Entry 1:
Entry from the Open Molecules 2025 dataset: 2 unconnected molecules or ions with the total composition C3H11NO2 in a non-equilibrium geometry (wB97M-V/def2-TZVPD).

Values from the calculation:
Energy relative to the best compared isomer or geometry (same formula, charge and spin) (kcal/mol): 17.0
LUMO energy (Eh): 0.02600
DFT total energy (eV): -8873.7514
E_HOMO (eV): -9.09
Orbital gap (eV): 9.801
SMILES: CCNCO.O

Structure (ORCA input):
```
! wB97M-V def2-TZVPD RIJCOSX def2/J DEFGRID3
* xyz 0 1
C 0.1878 -1.8346 -0.8938
C 1.1740 -1.6067 0.2399
N 1.2196 -0.2450 0.7440
C 0.1440 0.4429 1.3514
O -0.3763 1.4364 0.4003
H 0.4385 -1.1562 -1.7202
H -0.8269 -1.5394 -0.6166
H 0.2509 -2.8631 -1.2322
H 1.1042 -2.3022 1.0791
H 2.1668 -1.7514 -0.2210
H 2.1344 0.1224 0.9148
H 0.3747 1.0766 2.2163
H -0.6971 -0.1647 1.6842
H 0.1343 2.2621 0.4651
O -2.0704 1.4788 -1.5655
H -1.8721 1.5030 -0.6174
H -1.1928 1.3540 -1.9209
*
```

Entry 2:
Entry from the Open Molecules 2025 dataset: 3 unconnected molecules or ions with the total composition C3H11NO2 in a non-equilibrium geometry (wB97M-V/def2-TZVPD).

Values from the calculation:
Energy relative to the best compared isomer or geometry (same formula, charge and spin) (kcal/mol): 27.3
LUMO energy (Eh): 0.02506
DFT total energy (eV): -8873.3077
E_HOMO (eV): -9.96
Orbital gap (eV): 10.643
SMILES: C=NCC.O.O

Structure (ORCA input):
```
! wB97M-V def2-TZVPD RIJCOSX def2/J DEFGRID3
* xyz 0 1
C 1.3350 0.1522 0.5194
N 2.0238 -0.0476 -0.5273
C 1.4326 0.3807 -1.8167
C -0.0388 0.1926 -1.8846
H 0.4960 0.8406 0.6497
H 1.6738 -0.3146 1.4473
H 1.9528 -0.2114 -2.5706
H 1.7778 1.4201 -1.9773
H -0.3729 0.0564 -2.9202
H -0.6788 1.0079 -1.5613
H -0.3480 -0.7642 -1.4353
O 1.7098 -2.7654 -0.2463
H 2.3582 -3.2681 0.2508
H 2.1157 -1.8826 -0.3481
O -5.3434 2.2171 3.3695
H -5.6470 1.5450 3.9700
H -4.6623 1.8581 2.7914
*
```

Entry 3:
Entry from the Open Molecules 2025 dataset: 2 unconnected molecules or ions with the total composition C3H11NO2 in a non-equilibrium geometry (wB97M-V/def2-TZVPD).

Values from the calculation:
Energy relative to the best compared isomer or geometry (same formula, charge and spin) (kcal/mol): 43.6
LUMO energy (Eh): 0.02875
DFT total energy (eV): -8872.5971
E_HOMO (eV): -9.07
Orbital gap (eV): 9.856
SMILES: C[C@H](O)CN.O

Structure (ORCA input):
```
! wB97M-V def2-TZVPD RIJCOSX def2/J DEFGRID3
* xyz 0 1
C -0.0852 -1.4529 0.6107
C 0.0007 0.1112 0.5050
O -0.7683 0.5574 -0.5862
C 1.4110 0.7529 0.4232
N 1.9930 1.3256 1.5730
H -1.2380 -1.5301 0.7265
H -0.1037 -1.7652 -0.5106
H 0.6402 -2.0474 1.0677
H -0.4418 0.4366 1.4138
H -1.7655 0.4604 -0.5148
H 1.9606 -0.1781 0.0376
H 1.4020 1.4729 -0.4510
H 1.5254 0.9900 2.4161
H 2.2290 2.3075 1.6229
O -2.0574 -0.9936 -2.2024
H -2.0008 -1.9584 -2.0417
H -1.5124 -0.4456 -1.7017
*
```

Entry 4:
Entry from the Open Molecules 2025 dataset: 2 unconnected molecules or ions with the total composition C3H11NO2 in a non-equilibrium geometry (wB97M-V/def2-TZVPD).

Values from the calculation:
Energy relative to the best compared isomer or geometry (same formula, charge and spin) (kcal/mol): 32.1
LUMO energy (spin up / spin down) (Eh): -0.12673 / -0.32422
<S²>: 0.7555
DFT total energy (eV): -8864.7184
E_HOMO (spin up / spin down) (eV): -14.56 / -14.29
Orbital gap (spin up / spin down) (eV): 11.111 / 5.470

Structure (ORCA input):
```
! wB97M-V def2-TZVPD RIJCOSX def2/J DEFGRID3
* xyz 1 2
C 1.0094 1.4104 0.1642
C -0.0653 0.2725 0.3159
C 0.2929 -0.5608 1.5995
O -0.6088 -1.6215 1.6273
N 1.4683 1.4545 -1.1868
H 0.5629 2.3539 0.4801
H 1.8812 1.1889 0.7788
H -1.0387 0.7060 0.5190
H -0.0033 -0.4297 -0.5096
H 1.3561 -0.8181 1.6288
H 0.0714 0.0547 2.4638
H -0.5337 -2.1430 0.8041
H 1.5887 2.3265 -1.6994
H 2.3839 0.9990 -1.2632
H -2.5812 -2.4658 -1.6671
H -3.2024 -1.2358 -2.3804
O -2.5816 -1.4917 -1.6751
*
```

Entry 5:
Entry from the Open Molecules 2025 dataset: 2 unconnected molecules or ions with the total composition C3H11NO2S2 in a non-equilibrium geometry (wB97M-V/def2-TZVPD).

Values from the calculation:
Energy relative to the best compared isomer or geometry (same formula, charge and spin) (kcal/mol): 8.4
LUMO energy (Eh): 0.01763
DFT total energy (eV): -30544.6290
E_HOMO (eV): -8.97
Orbital gap (eV): 9.450
SMILES: N[C@@H](CO)CSS.O

Structure (ORCA input):
```
! wB97M-V def2-TZVPD RIJCOSX def2/J DEFGRID3
* xyz 0 1
N 0.0382 0.7249 1.1588
C 1.2197 -0.1375 0.7879
C 1.7737 -1.0376 1.9102
O 2.2235 -0.2539 2.9827
C 0.7669 -1.0077 -0.3655
S 0.3740 -0.0963 -1.9018
S -1.7504 -0.1299 -2.1353
H 0.2947 1.1021 2.0592
H -0.6346 -0.0288 1.3528
H 2.0766 0.4524 0.4279
H 1.0376 -1.8549 2.1256
H 2.5737 -1.6254 1.4725
H 2.3238 -0.8162 3.7572
H -0.0887 -1.6813 -0.1450
H 1.6396 -1.6312 -0.6400
H -1.9972 0.8346 -1.2503
O -2.6415 1.7788 1.0456
H -2.8362 2.6657 0.7196
H -1.6504 1.6933 0.8629
*
```

Entry 6:
Entry from the Open Molecules 2025 dataset: 2 unconnected molecules or ions with the total composition C3H11NO2Si in a non-equilibrium geometry (wB97M-V/def2-TZVPD).

Values from the calculation:
Energy relative to the best compared isomer or geometry (same formula, charge and spin) (kcal/mol): 156.9
LUMO energy (spin up / spin down) (Eh): -0.04144 / -0.04509
DFT total energy (eV): -16748.5728
E_HOMO (spin up / spin down) (eV): -9.12 / -9.05
Orbital gap (spin up / spin down) (eV): 7.995 / 7.826

Structure (ORCA input):
```
! wB97M-V def2-TZVPD RIJCOSX def2/J DEFGRID3
* xyz 0 1
C -1.1337 0.4825 1.7836
C 0.8984 1.7263 -0.4564
C -1.6971 0.0964 -1.1262
N 1.9634 -2.4052 -0.2547
O 1.7765 -2.9589 -1.3675
O 0.6666 -1.1226 0.4606
Si -0.2314 0.1850 0.0570
H -0.5245 0.8260 2.6560
H -1.9274 1.1673 1.5789
H -1.5680 -0.4316 2.1302
H 1.8786 1.4279 -0.8278
H 0.3349 2.2397 -1.3645
H 0.9881 2.4666 0.3055
H -2.3577 -0.7095 -1.1816
H -2.2257 1.0522 -0.6495
H -1.3398 0.4631 -2.0552
H 1.7680 -2.9186 0.5120
H 2.7306 -1.5866 -0.2004
*
```

Entry 7:
Entry from the Open Molecules 2025 dataset: 3 unconnected molecules or ions with the total composition C3H11NO3 in a non-equilibrium geometry (wB97M-V/def2-TZVPD).

Values from the calculation:
Energy relative to the best compared isomer or geometry (same formula, charge and spin) (kcal/mol): 35.8
LUMO energy (spin up / spin down) (Eh): 0.13067 / 0.12909
<S²>: 0.7533
DFT total energy (eV): -10919.9032
E_HOMO (spin up / spin down) (eV): 0.26 / -3.20
Orbital gap (spin up / spin down) (eV): 3.299 / 6.714

Structure (ORCA input):
```
! wB97M-V def2-TZVPD RIJCOSX def2/J DEFGRID3
* xyz -1 2
C -1.0096 -1.4947 -1.5855
N -0.4040 -0.1763 -1.2623
C -0.9491 0.0756 0.1377
C 0.1489 0.2480 1.1593
O 0.0676 0.0621 2.4157
H -0.5088 -1.9711 -2.4422
H -1.0194 -2.1639 -0.7265
H -2.0296 -1.4648 -1.9848
H 0.6147 -0.1108 -1.2424
H -1.6051 -0.7555 0.4460
H -1.6083 0.9511 0.0951
H 0.9580 0.9511 0.8263
H 2.9960 -0.7478 2.6984
H 1.5500 -1.3530 2.7953
O 2.4580 -1.5169 2.4704
H 0.7688 3.5142 -0.9466
H -0.3970 2.9726 -1.8717
O -0.0311 2.9804 -0.9820
*
```

Entry 8:
Entry from the Open Molecules 2025 dataset: 2 unconnected molecules or ions with the total composition C3H11NO3 in a non-equilibrium geometry (wB97M-V/def2-TZVPD).

Values from the calculation:
Energy relative to the best compared isomer or geometry (same formula, charge and spin) (kcal/mol): 43.6
LUMO energy (Eh): 0.01664
DFT total energy (eV): -10921.1130
E_HOMO (eV): -9.52
Orbital gap (eV): 9.968
SMILES: NC(CO)CO.O

Structure (ORCA input):
```
! wB97M-V def2-TZVPD RIJCOSX def2/J DEFGRID3
* xyz 0 1
N -0.7704 -1.2688 -0.3921
C -0.7468 0.1226 0.0929
C -2.0449 0.8593 -0.2798
O -3.1651 0.1221 0.1371
C 0.4515 0.9527 -0.3407
O 1.4493 1.3126 0.6188
H -0.3367 -1.8572 0.2796
H -0.2719 -1.3191 -1.2721
H -0.8054 0.0209 1.1786
H -2.0466 1.8438 0.1915
H -2.1272 1.0964 -1.3516
H -3.4813 -0.4620 -0.5691
H 0.9723 0.5296 -1.2130
H 0.1044 1.9397 -0.6713
H 1.8140 0.5226 1.0379
O 3.9243 -1.5585 0.3710
H 3.3773 -1.6139 -0.4180
H 4.4570 -2.3629 0.3651
*
```

Entry 9:
Entry from the Open Molecules 2025 dataset: 3 unconnected molecules or ions with the total composition C3H11NO3 in a non-equilibrium geometry (wB97M-V/def2-TZVPD).

Values from the calculation:
Energy relative to the best compared isomer or geometry (same formula, charge and spin) (kcal/mol): 60.5
LUMO energy (Eh): 0.02543
DFT total energy (eV): -10920.3841
E_HOMO (eV): -8.38
Orbital gap (eV): 9.074
SMILES: CNCC=O.O.O

Structure (ORCA input):
```
! wB97M-V def2-TZVPD RIJCOSX def2/J DEFGRID3
* xyz 0 1
C -0.1036 1.5474 -0.6017
N -0.1918 0.8694 -1.8799
C 1.0234 0.1625 -2.2824
C 1.3624 -0.9420 -1.3047
O 1.9786 -0.7752 -0.2857
H 0.8894 1.4706 -0.1672
H -0.5351 2.5507 -0.7459
H -0.7084 1.0435 0.1678
H -1.0581 0.6784 -2.3562
H 1.7837 0.9337 -2.4411
H 0.9647 -0.2609 -3.2854
H 1.1846 -1.9925 -1.6410
O -2.9564 -5.2979 1.3327
H -2.2110 -5.8439 1.0588
H -2.4994 -4.5974 1.8052
O 0.2058 3.5919 3.8915
H -0.1541 3.7591 4.7835
H 1.0252 3.1024 3.9516
*
```

Entry 10:
Entry from the Open Molecules 2025 dataset: 2 unconnected molecules or ions with the total composition C3H11NO3 in a non-equilibrium geometry (wB97M-V/def2-TZVPD).

Values from the calculation:
Energy relative to the best compared isomer or geometry (same formula, charge and spin) (kcal/mol): 45.8
LUMO energy (Eh): 0.01773
DFT total energy (eV): -10921.0189
E_HOMO (eV): -9.63
Orbital gap (eV): 10.111
SMILES: OCCNCO.O

Structure (ORCA input):
```
! wB97M-V def2-TZVPD RIJCOSX def2/J DEFGRID3
* xyz 0 1
O -1.4082 -0.3183 1.6453
C -1.5601 0.9770 1.0506
C -1.2495 0.9073 -0.4370
N 0.1701 0.5872 -0.5951
C 0.5410 0.1915 -1.9211
O 1.8434 -0.3684 -1.9473
H -0.4556 -0.3926 1.7783
H -2.5231 1.3758 1.2954
H -0.8464 1.6661 1.5330
H -1.8251 0.0505 -0.7887
H -1.4673 1.8556 -0.9172
H 0.7385 1.3611 -0.2580
H -0.1751 -0.5556 -2.2696
H 0.5270 1.0003 -2.6633
H 2.2052 -0.2436 -1.0614
O 1.6607 -3.0662 1.8274
H 2.4233 -2.7780 2.3453
H 1.4012 -2.2496 1.3835
*
```

Entry 11:
Entry from the Open Molecules 2025 dataset: 2 unconnected molecules or ions with the total composition C3H11NO3 in a non-equilibrium geometry (wB97M-V/def2-TZVPD).

Values from the calculation:
Energy relative to the best compared isomer or geometry (same formula, charge and spin) (kcal/mol): 58.7
LUMO energy (Eh): 0.02554
DFT total energy (eV): -10920.4582
E_HOMO (eV): -9.65
Orbital gap (eV): 10.341
SMILES: C[C@]([NH3+])([O-])O.CO

Structure (ORCA input):
```
! wB97M-V def2-TZVPD RIJCOSX def2/J DEFGRID3
* xyz 0 1
C 0.5241 -1.9195 -0.8338
C 0.2887 -0.5160 -1.3545
N -1.2127 0.0910 -0.9674
O 0.1315 -0.3400 -2.6582
O 1.2770 0.3450 -0.7833
H 0.5829 -1.9324 0.2571
H 1.4734 -2.2754 -1.2303
H -0.2675 -2.5855 -1.1808
H -1.0372 0.2391 -2.1512
H -1.9071 -0.6229 -0.7695
H -1.2619 0.8758 -0.3110
H 1.5626 0.9034 -1.5195
C -0.0858 1.2640 2.5839
O -0.2324 1.7246 1.2526
H 0.8945 1.4492 3.0389
H -0.3197 0.2083 2.7732
H -0.7921 1.8073 3.2134
H 0.3816 1.2838 0.6403
*
```

Entry 12:
Entry from the Open Molecules 2025 dataset: 4 unconnected molecules or ions with the total composition C3H11NO3 in a non-equilibrium geometry (wB97M-V/def2-TZVPD).

Values from the calculation:
Energy relative to the best compared isomer or geometry (same formula, charge and spin) (kcal/mol): 55.8
LUMO energy (Eh): 0.02802
DFT total energy (eV): -10920.5856
E_HOMO (eV): -9.11
Orbital gap (eV): 9.868
SMILES: C=CN=C.O.O.O

Structure (ORCA input):
```
! wB97M-V def2-TZVPD RIJCOSX def2/J DEFGRID3
* xyz 0 1
C -1.8012 -0.6418 1.3792
C -2.1608 -0.3549 0.1218
N -1.4037 0.5375 -0.6564
C -0.8113 1.5735 -0.2793
H -0.9687 -0.1497 1.8515
H -2.2954 -1.4637 1.8875
H -3.1497 -0.5559 -0.2683
H -0.0154 1.9394 -0.9278
H -0.8403 2.0238 0.7145
O 0.6136 -1.1533 -1.9484
H -0.2080 -0.6314 -1.9663
H 0.3597 -2.0265 -1.6286
O 1.3382 0.8438 1.7710
H 1.6645 0.2751 1.0406
H 2.0395 0.7786 2.4359
O 2.7804 -0.4479 -0.3479
H 2.1762 -1.0295 -0.8404
H 2.7423 0.3935 -0.8126
*
```

Entry 13:
Entry from the Open Molecules 2025 dataset: 3 unconnected molecules or ions with the total composition C3H11NO3 in a non-equilibrium geometry (wB97M-V/def2-TZVPD).

Values from the calculation:
Energy relative to the best compared isomer or geometry (same formula, charge and spin) (kcal/mol): 42.7
LUMO energy (Eh): 0.02961
DFT total energy (eV): -10921.1522
E_HOMO (eV): -9.80
Orbital gap (eV): 10.607
SMILES: CCNC=O.O.O

Structure (ORCA input):
```
! wB97M-V def2-TZVPD RIJCOSX def2/J DEFGRID3
* xyz 0 1
C 2.4369 -0.8941 1.1860
C 2.0749 -1.3700 -0.2460
N 1.1992 -0.3315 -0.8934
C -0.0308 -0.4692 -1.6538
O -0.6541 0.4825 -2.1347
H 2.6203 -1.5971 1.9095
H 3.2452 -0.1970 1.0520
H 1.4595 -0.3107 1.4927
H 1.3379 -2.2383 -0.1621
H 3.0038 -1.5291 -0.7598
H 1.2252 0.6727 -0.6215
H -0.4636 -1.5529 -1.5623
O -2.8266 0.0213 0.4214
H -2.4071 -0.1110 -0.4400
H -3.4130 0.7875 0.2309
O -1.2967 2.0844 2.2686
H -1.9315 1.3983 2.1294
H -1.7378 2.6913 2.8255
*
```

Entry 14:
Entry from the Open Molecules 2025 dataset: 2 unconnected molecules or ions with the total composition C3H11NO3 (wB97M-V/def2-TZVPD).

Values from the calculation:
Energy relative to the best compared isomer or geometry (same formula, charge and spin) (kcal/mol): 35.9
LUMO energy (Eh): 0.01841
DFT total energy (eV): -10921.4499
E_HOMO (eV): -9.72
Orbital gap (eV): 10.217
SMILES: NC(CO)CO.O

Structure (ORCA input):
```
! wB97M-V def2-TZVPD RIJCOSX def2/J DEFGRID3
* xyz 0 1
N -0.3786 -0.6500 -1.1430
C -0.9225 -0.2133 0.1502
C -2.1569 0.6404 -0.0308
O -3.2030 0.0175 -0.7678
C 0.1202 0.5166 0.9591
O 1.3017 -0.2878 1.1200
H -0.8727 -1.4754 -1.4487
H 0.5713 -0.9550 -0.9656
H -1.1988 -1.1009 0.7439
H -2.5653 0.8711 0.9531
H -1.8903 1.5803 -0.5379
H -2.8216 -0.5320 -1.4651
H 0.4657 1.3889 0.4150
H -0.2415 0.8684 1.9312
H 1.2414 -0.8146 1.9338
O 4.1341 0.3663 -0.8412
H 4.8234 -0.2993 -0.9221
H 3.5934 0.0788 -0.0840
*
```